[1]
{"formula": "C26H76F6N2O16S2", "method": "ωB97M-V/def2-TZVPD", "charge": 0, "relative_energy_ev": 0.240, "orbital_gap_ha": 0.380, "multiplicity": 1, "elements": ["F", "F", "O", "H", "C", "H", "F", "H", "H", "H", "H", "H", "H", "C", "S", "H", "H", "O", "C", "H", "H", "S", "H", "H", "C", "C", "C", "C", "O", "C", "C", "H", "F", "H", "O", "H", "C", "H", "H", "H", "H", "H", "H", "O", "H", "O", "H", "H", "H", "H", "C", "H", "C", "H", "H", "H", "C", "C", "O", "H", "F", "H", "C", "C", "H", "H", "O", "H", "O", "H", "H", "H", "H", "H", "N", "O", "H", "H", "C", "H", "H", "H", "H", "F", "C", "H", "H", "H", "C", "C", "H", "H", "H", "H", "N", "H", "H", "C", "O", "H", "H", "C", "C", "H", "C", "H", "H", "H", "H", "H", "H", "H", "H", "H", "O", "H", "H", "H", "H", "C", "O", "H", "O", "O", "H", "H", "O", "C"], "xyz": [[9.1958, 15.1950, 13.2804], [10.5823, 15.8147, 14.7753], [11.9633, 18.4620, 10.2256], [11.5598, 12.2616, 7.3168], [10.8980, 7.3772, 11.3162], [11.4143, 11.8339, 16.5684], [13.0059, 17.0201, 7.9532], [7.5520, 8.0699, 9.5867], [13.1590, 8.0741, 10.2989], [16.9127, 12.6909, 8.5707], [17.9545, 18.0459, 11.0114], [19.9930, 13.1770, 12.6130], [15.0809, 17.4599, 10.4045], [11.6783, 10.1412, 7.7951], [11.2818, 17.2101, 9.9008], [15.6386, 12.6444, 10.7450], [15.9036, 14.2234, 6.9109], [15.2871, 12.6121, 9.8108], [18.0708, 13.2384, 12.0215], [12.6256, 12.4975, 10.9875], [7.0710, 15.7815, 10.6188], [11.7638, 15.8858, 12.4524], [14.5017, 9.2340, 8.1530], [15.0257, 12.6537, 15.2483], [11.9820, 11.3425, 6.8920], [16.1365, 13.3219, 8.9295], [17.1914, 17.3727, 10.5773], [10.2040, 16.0464, 13.4842], [15.6925, 17.5787, 12.4415], [12.5270, 16.3305, 8.9487], [15.2603, 8.4819, 8.3788], [11.4320, 13.3532, 10.0602], [12.1989, 15.1356, 8.4775], [14.0442, 9.8696, 11.4526], [16.8780, 12.5320, 12.1134], [14.4314, 10.3329, 14.4643], [15.2695, 13.8061, 7.6900], [10.1721, 12.8710, 13.7037], [17.4451, 16.4536, 11.0459], [10.2519, 6.1280, 12.9207], [13.7575, 12.2318, 13.1423], [15.9641, 15.9196, 15.9528], [9.6889, 7.8436, 13.0810], [11.4266, 8.6283, 11.0128], [12.4053, 12.6354, 15.3351], [14.1135, 7.9494, 10.3499], [13.1007, 13.4710, 9.8632], [13.4018, 9.1702, 13.6234], [15.3233, 15.1024, 13.7598], [7.1118, 10.4462, 10.0132], [7.9014, 8.8135, 8.8592], [11.6276, 11.2081, 5.8812], [7.9004, 13.9620, 9.6655], [8.8748, 10.1670, 13.7153], [18.4212, 13.2640, 10.9556], [13.8931, 6.9603, 8.6067], [14.6787, 7.4034, 9.1883], [15.8754, 17.8993, 11.0040], [9.0444, 10.0171, 10.5291], [17.1135, 14.7059, 15.5749], [13.5833, 16.0593, 9.7784], [8.4657, 12.4479, 13.6067], [9.4639, 12.1956, 13.2927], [10.5655, 7.2269, 12.7852], [16.5980, 14.1949, 9.4261], [17.2191, 17.2879, 9.4688], [14.8089, 11.8215, 16.7719], [14.7250, 14.5763, 8.0389], [12.0980, 14.5060, 12.6110], [18.9988, 12.6748, 14.0342], [19.2269, 11.5948, 12.5840], [15.4467, 10.8684, 12.1337], [10.5559, 10.0086, 7.8724], [9.3550, 12.9178, 11.4191], [11.0252, 16.1585, 11.0565], [9.6868, 12.1338, 11.9053], [13.2974, 11.7910, 18.2107], [13.5633, 13.2692, 17.5792], [15.0684, 14.5799, 14.6993], [12.0540, 9.3052, 7.2045], [14.6648, 13.0203, 7.1912], [9.2506, 10.8461, 11.0450], [14.0498, 14.9587, 14.9174], [9.6576, 17.2572, 13.4850], [12.4147, 11.9462, 16.2000], [11.4255, 7.4342, 13.3938], [7.0901, 14.3064, 11.6001], [14.8626, 17.9704, 12.6851], [8.0896, 10.1624, 9.5190], [14.3922, 10.5292, 12.2947], [12.5730, 10.9963, 15.7514], [7.7718, 14.3849, 8.6220], [16.1792, 8.9346, 8.8416], [15.7592, 14.3599, 16.7475], [12.3425, 12.8603, 10.0396], [5.9196, 14.6863, 10.1938], [12.2948, 11.9587, 9.4906], [19.1590, 12.6019, 12.8873], [13.5449, 11.6792, 12.3391], [11.6600, 6.6507, 10.9982], [9.9892, 7.2270, 10.8178], [13.4956, 12.2252, 17.2534], [16.0516, 14.8582, 15.7621], [14.7431, 10.9268, 16.3319], [14.3757, 9.6861, 13.5722], [11.9239, 9.6521, 9.6342], [15.3788, 6.6383, 9.4409], [15.2459, 9.0393, 13.6223], [12.9862, 11.5492, 6.6740], [7.1289, 8.8588, 8.0530], [7.6822, 12.9209, 9.5951], [16.4929, 12.6891, 13.0168], [9.5844, 14.8762, 10.2383], [17.9735, 14.2727, 12.4523], [12.6921, 16.8577, 12.7884], [15.8759, 18.9626, 10.8738], [15.5269, 8.0819, 7.4091], [10.6699, 10.3659, 13.4408], [10.6108, 9.1770, 10.8675], [9.7668, 10.7998, 13.8665], [15.0506, 13.1518, 14.4167], [8.1971, 10.9118, 8.7146], [10.0828, 17.2043, 9.1321], [9.2569, 13.9908, 10.1630], [9.8342, 10.9150, 15.0270], [8.8683, 8.5058, 8.4654], [12.3599, 10.2508, 9.0107], [6.9473, 14.7048, 10.6033]], "mulliken_charge": [-0.120, -0.257, -0.637, 0.317, -0.303, 0.582, -0.268, 0.332, -0.059, 0.391, 0.385, 0.508, -0.361, 0.257, 1.061, 0.178, 0.492, -0.096, -0.166, -0.565, 0.319, 0.753, -0.034, 0.020, -1.411, 0.001, -1.001, 0.314, -0.534, 0.454, -0.690, 0.098, -0.266, -0.313, -0.220, -0.552, -0.969, -0.241, -0.026, 0.388, -0.556, 0.461, 0.158, -0.463, 0.027, -0.402, -0.074, -0.214, 0.187, 0.436, -1.369, 0.461, -0.061, 0.452, 0.371, 0.294, -0.384, 0.626, -0.125, 0.250, -0.089, 0.480, 0.173, -1.138, 0.028, 0.316, -0.618, 0.110, -0.490, 0.214, 0.347, -0.103, -0.206, -0.086, -0.493, -0.087, 0.384, 0.303, 0.234, 0.341, -0.031, 0.331, 0.063, -0.234, -0.647, 0.267, 0.208, 0.272, -0.194, 0.943, 0.351, 0.341, 0.205, 0.227, 3.181, 0.416, -0.299, -1.385, 0.628, 0.505, 0.381, -0.699, -1.401, 0.298, -0.296, 0.511, 0.362, 0.511, 0.267, 0.366, -0.006, -0.131, -0.110, 0.118, -0.557, 0.376, 0.464, -0.145, -0.108, -1.013, 0.032, 0.289, -0.668, -0.382, 0.254, 0.277, -0.407, -1.187]}


[2]
{"formula": "C17H17BeNO4", "method": "ωB97M-V/def2-TZVPD", "charge": 0, "orbital_gap_ha": [0.216, 0.221], "multiplicity": 1, "elements": ["C", "C", "C", "C", "H", "C", "C", "H", "C", "O", "C", "H", "H", "H", "C", "H", "C", "H", "O", "N", "H", "H", "H", "H", "C", "H", "O", "C", "C", "H", "H", "C", "O", "C", "C", "H", "H", "C", "Be", "H"], "xyz": [[-2.0089, 0.4151, 3.2219], [-1.2481, 0.8329, 1.9315], [0.8098, -2.3140, -1.0121], [-3.4727, 0.5717, -1.7464], [-2.5262, -1.3222, 0.9008], [-2.9809, 1.7766, -1.3337], [3.5561, -0.3291, 0.6707], [5.3227, 0.0250, 0.2306], [-2.2774, 1.8897, -0.1364], [4.8793, -0.4016, 0.9790], [-0.2835, -0.2370, 1.6521], [-2.4498, -0.5978, 3.1069], [-3.8237, 0.4585, -2.7705], [-0.0957, 2.0820, 3.2093], [-2.0941, 0.7707, 0.6759], [0.5082, -4.1677, -1.5025], [3.1010, -0.0043, -0.6956], [-1.3354, 0.3924, 4.0595], [0.6822, -3.3077, -1.9160], [1.7773, -0.2400, -0.6801], [-3.8470, -1.4609, -1.2296], [4.7298, 0.6782, -1.9749], [-2.9917, 2.6582, -2.0168], [-0.7094, -1.1849, 2.0197], [3.0303, -0.2471, -3.0595], [-1.7730, 2.8230, 0.0798], [0.6975, -2.3802, 0.2423], [-0.6668, 2.1919, 2.2400], [1.8819, -0.9688, -2.9422], [-2.8563, 1.1283, 3.3972], [-0.0389, 2.5850, 1.4344], [-2.7637, -0.4208, 0.3118], [2.7543, -0.7412, 1.5256], [3.7361, 0.2141, -1.9223], [1.3459, -1.0546, -1.6745], [1.6457, -1.6620, -3.7595], [-1.4538, 2.9132, 2.4587], [-3.4379, -0.5078, -0.8849], [1.1840, -0.7659, 0.9352], [3.4930, -0.0907, -4.0257]], "nbo_charge": [-0.589, -0.184, 0.787, -0.237, 0.208, -0.202, 0.763, 0.484, -0.229, -0.628, -0.823, 0.201, 0.209, 0.214, 0.012, 0.506, -0.030, 0.209, -0.658, -0.675, 0.206, 0.220, 0.207, 0.145, -0.258, 0.212, -0.708, -0.599, -0.173, 0.200, 0.208, -0.159, -0.731, -0.183, 0.022, 0.237, 0.204, -0.236, 1.629, 0.219]}


[3]
{"formula": "CBrCl2NO", "method": "ωB97M-V/def2-TZVPD", "charge": 0, "relative_energy_ev": 0.000, "orbital_gap_ha": 0.314, "multiplicity": 1, "elements": ["C", "Br", "N", "Cl", "O", "Cl"], "xyz": [[-0.3914, 0.2300, 0.0393], [-2.1157, -0.5676, -0.0245], [0.8892, -1.0032, -0.6259], [-0.3231, 1.6036, -1.0619], [1.9274, -0.9957, -0.1701], [0.0136, 0.7329, 1.8431]], "nbo_charge": [-0.239, 0.122, 0.293, 0.035, -0.147, -0.064]}


[4]
{"formula": "C16H4F5IO3PtS5", "method": "ωB97M-V/def2-TZVPD", "charge": -2, "relative_energy_ev": 0.522, "orbital_gap_ha": 0.183, "multiplicity": 1, "elements": ["C", "C", "C", "C", "H", "C", "F", "C", "C", "F", "C", "C", "S", "C", "S", "O", "C", "C", "F", "S", "H", "C", "I", "O", "O", "C", "S", "H", "Pt", "H", "C", "C", "F", "F", "S"], "xyz": [[-2.8681, 0.6319, -0.7629], [2.3557, 1.4219, -3.2864], [-1.9761, -3.5581, -0.3347], [-2.5087, -0.8481, -0.6357], [-0.5728, -0.7519, -1.5596], [0.9055, 1.5413, 2.4027], [1.7249, -0.7470, 5.8197], [1.4643, -0.0121, 4.7209], [1.3672, 2.0488, -3.9423], [-0.3475, -0.3308, 1.6436], [-3.4444, -1.6978, -0.0512], [0.6928, -0.5217, 3.6959], [0.5796, 2.5676, 1.0197], [1.9597, 1.2710, 4.5972], [-0.1315, 2.5196, -3.1810], [3.9675, 1.7475, -6.7339], [3.2901, 1.7490, -5.7291], [-1.0352, -2.7437, -0.9391], [2.7154, 1.7882, 5.5855], [2.2202, 0.9335, -1.6068], [-0.0939, -3.1456, -1.2894], [-3.1868, -3.0496, 0.1142], [-1.5746, -5.6001, -0.1001], [-4.0712, 0.8957, -0.8246], [-1.9316, 1.4913, -0.7484], [0.4219, 0.2416, 2.5723], [1.6652, 2.4319, -5.6271], [-3.9170, -3.6981, 0.5798], [0.1337, 1.5219, -1.0915], [-4.3855, -1.2695, 0.2679], [1.6818, 2.0125, 3.4659], [-1.3097, -1.3876, -1.0826], [0.1938, -1.7638, 3.8064], [2.2015, 3.2513, 3.4224], [3.8137, 1.0592, -4.1873]], "nbo_charge": [0.773, -0.440, -0.149, -0.145, 0.228, -0.251, -0.314, 0.216, -0.427, -0.296, -0.163, 0.296, -0.242, 0.249, -0.210, -0.624, 0.180, -0.267, -0.314, -0.132, 0.218, -0.278, 0.063, -0.703, -0.753, 0.296, 0.305, 0.207, 0.581, 0.232, 0.301, -0.111, -0.313, -0.310, 0.298]}